No. 1
{"formula": "C35H49IN4O34P", "method": "ωB97M-V/def2-TZVPD", "symbols": ["N", "C", "N", "C", "N", "N", "P", "O", "I", "H", "H", "H", "H", "H", "C", "C", "O", "C", "O", "O", "H", "H", "H", "H", "C", "C", "O", "C", "O", "O", "H", "H", "H", "H", "C", "C", "O", "C", "O", "O", "H", "H", "H", "H", "C", "C", "O", "C", "O", "O", "H", "H", "H", "H", "C", "C", "O", "C", "O", "O", "H", "H", "H", "H", "C", "C", "O", "C", "O", "O", "H", "H", "H", "H", "C", "C", "O", "C", "O", "O", "H", "H", "H", "H", "C", "C", "O", "C", "O", "O", "H", "H", "H", "H", "C", "C", "O", "C", "O", "O", "H", "H", "H", "H", "C", "C", "O", "C", "O", "O", "H", "H", "H", "H", "C", "C", "O", "C", "O", "O", "H", "H", "H", "H"], "positions_angstrom": [[2.04822, 2.38565, -0.32673], [1.36595, 3.50026, -0.01817], [1.77176, 4.39212, 0.88930], [0.83198, 5.32066, 0.89049], [-0.10774, 5.07282, 0.00535], [0.18343, 3.87145, -0.58735], [-1.02737, 3.29025, -1.80616], [-2.19244, 2.93449, -0.75504], [-0.21348, 1.08747, -2.38832], [2.21958, 2.07804, -1.26635], [2.53264, 1.91399, 0.41494], [0.77831, 6.20284, 1.50790], [-0.92483, 5.63175, -0.20729], [-1.86958, 2.50043, 0.05519], [0.63583, -4.07550, -1.73387], [-0.17025, -2.94451, -2.33718], [0.75955, -1.84150, -2.25154], [2.00902, -2.33718, -2.19251], [2.99110, -1.65854, -2.25939], [1.99235, -3.66668, -2.03581], [0.42484, -5.04212, -2.18010], [0.52055, -4.14062, -0.65540], [-0.41152, -3.11740, -3.38382], [-1.07624, -2.72109, -1.78587], [1.58870, 10.57446, 1.02081], [1.30657, 10.10530, 2.43750], [0.17500, 9.23318, 2.23623], [0.19128, 8.80860, 0.96982], [-0.52072, 7.94277, 0.53878], [1.09839, 9.46716, 0.23946], [2.64116, 10.73859, 0.81377], [1.02101, 11.46363, 0.74719], [2.11666, 9.51743, 2.86390], [1.04144, 10.90630, 3.12028], [1.24690, -0.86640, 1.38782], [0.91951, -0.99515, 2.86435], [-0.19370, -1.89870, 2.84442], [-0.13751, -2.62665, 1.70932], [-0.80534, -3.57696, 1.46785], [0.80073, -2.12061, 0.86803], [2.30739, -0.73475, 1.18568], [0.68301, -0.06258, 0.90789], [1.72933, -1.45173, 3.43459], [0.63305, -0.05569, 3.32890], [-4.45262, 1.77585, 3.36609], [-4.06952, 0.45500, 2.73083], [-2.84401, 0.79855, 2.04807], [-2.31946, 1.87764, 2.64521], [-1.22610, 2.31312, 2.40173], [-3.16438, 2.41046, 3.53124], [-4.95384, 1.66748, 4.32149], [-5.06185, 2.39799, 2.71145], [-3.84827, -0.31812, 3.46594], [-4.80154, 0.07964, 2.02364], [-6.46041, -0.37864, 7.06447], [-7.90596, -0.23953, 7.51221], [-8.38153, 0.81886, 6.66715], [-7.61844, 0.86327, 5.56189], [-7.83664, 1.51217, 4.59097], [-6.53397, 0.05996, 5.69993], [-6.08134, -1.39508, 7.11146], [-5.78999, 0.28577, 7.61134], [-8.49378, -1.13581, 7.31360], [-8.01532, 0.04062, 8.55522], [-5.03182, -3.86073, -3.65843], [-3.72143, -4.06858, -4.39689], [-2.76677, -3.98880, -3.31697], [-3.39827, -4.28813, -2.16425], [-2.82580, -4.43319, -1.12756], [-4.72472, -4.35755, -2.34274], [-5.86372, -4.41323, -4.08313], [-5.30420, -2.80806, -3.57178], [-3.64849, -5.05033, -4.85640], [-3.51141, -3.31123, -5.14412], [-1.84099, -7.19587, 1.67721], [-3.19373, -6.51699, 1.75547], [-4.08647, -7.63431, 1.83239], [-3.40585, -8.69781, 2.32285], [-3.89817, -9.72155, 2.66045], [-2.07826, -8.42429, 2.37197], [-1.04510, -6.63723, 2.16104], [-1.55086, -7.42274, 0.64974], [-3.30336, -5.91601, 2.65979], [-3.41963, -5.90492, 0.88698], [6.15556, -3.31259, -4.54099], [5.76643, -2.00646, -3.87350], [7.04390, -1.50356, -3.45086], [8.00730, -2.05354, -4.23525], [9.13953, -1.70263, -4.24366], [7.48762, -3.04288, -4.99191], [5.52531, -3.57566, -5.38583], [6.18494, -4.14628, -3.83778], [5.32662, -1.29451, -4.57451], [5.10467, -2.12811, -3.02412], [0.10686, -6.63422, -6.16078], [0.71552, -5.52354, -6.99907], [-0.43435, -4.97794, -7.65620], [-1.52807, -5.27027, -6.92495], [-2.61544, -4.83013, -7.11730], [-1.22106, -6.14045, -5.93476], [0.61222, -6.79602, -5.21313], [0.04036, -7.57859, -6.70110], [1.17162, -4.74213, -6.38821], [1.43442, -5.87213, -7.73414], [7.84095, 1.61063, -3.49921], [7.66136, 2.59160, -2.35607], [7.63491, 3.85222, -3.03122], [7.25241, 3.64278, -4.31610], [6.96439, 4.50202, -5.08122], [7.23326, 2.31979, -4.59129], [7.33713, 0.66082, -3.34988], [8.89079, 1.43048, -3.73097], [6.70880, 2.45747, -1.83785], [8.47073, 2.57102, -1.63203], [0.02721, 5.04103, 4.58337], [0.68010, 5.10286, 5.95324], [1.88098, 5.83833, 5.67980], [1.68964, 6.57960, 4.57605], [2.42721, 7.42024, 4.17309], [0.52917, 6.23657, 3.96447], [-1.05815, 5.06305, 4.61270], [0.35691, 4.17738, 4.00268], [0.08511, 5.66192, 6.67570], [0.92667, 4.12885, 6.36437]], "atomic_forces_ev_per_a": [[0.0, -0.2, 0.2], [0.0, 0.1, -0.3], [-0.2, -0.2, 0.3], [0.1, 0.4, 0.3], [-0.2, -0.1, -0.1], [0.4, -0.1, -0.2], [-0.4, 0.1, -0.2], [0.2, 0.2, 0.3], [0.1, 0.0, 0.0], [-0.3, -0.1, 0.0], [0.4, 0.3, 0.0], [0.1, 0.0, 0.1], [0.1, 0.1, -0.1], [-0.2, -0.1, 0.0], [-0.1, 0.0, 0.0], [0.0, -0.1, 0.1], [-0.2, -0.1, -0.2], [-0.1, 0.0, 0.2], [0.0, 0.0, 0.0], [0.0, -0.1, 0.0], [0.1, 0.0, -0.1], [0.0, 0.0, 0.0], [0.0, 0.1, 0.0], [0.1, 0.1, 0.1], [0.0, 0.1, 0.1], [0.1, 0.1, 0.0], [0.0, 0.0, 0.1], [-0.1, 0.1, 0.0], [0.0, -0.3, 0.0], [0.1, 0.0, -0.1], [0.0, -0.1, -0.1], [0.0, 0.0, 0.0], [0.0, -0.1, 0.0], [-0.2, 0.0, 0.0], [0.0, 0.2, 0.0], [0.1, 0.0, 0.0], [0.0, 0.0, 0.0], [0.1, 0.1, 0.0], [0.0, -0.1, 0.0], [0.0, 0.0, 0.0], [0.0, -0.2, 0.0], [0.0, 0.0, 0.0], [0.0, 0.0, 0.0], [-0.2, 0.0, 0.0], [-0.2, -0.1, 0.0], [-0.2, -0.1, 0.1], [0.0, 0.0, -0.1], [-0.2, 0.0, 0.2], [0.2, 0.1, -0.3], [0.0, 0.0, 0.0], [0.1, 0.1, 0.1], [0.0, 0.0, 0.0], [0.0, 0.0, 0.0], [0.1, 0.1, -0.1], [-0.1, 0.0, 0.1], [0.1, -0.1, 0.1], [0.0, 0.0, 0.0], [0.0, 0.0, 0.0], [0.0, 0.1, -0.1], [0.2, -0.1, 0.0], [0.0, 0.0, -0.1], [0.0, 0.0, 0.0], [0.0, 0.0, 0.0], [0.0, 0.1, 0.0], [0.0, 0.1, -0.1], [-0.2, 0.0, 0.1], [-0.1, 0.0, -0.3], [0.1, 0.2, 0.0], [0.0, -0.1, 0.2], [-0.1, 0.0, 0.0], [0.0, -0.1, 0.1], [0.0, 0.0, 0.0], [0.0, 0.0, 0.0], [0.1, 0.0, 0.1], [0.0, 0.1, 0.0], [0.1, 0.2, -0.1], [0.0, 0.0, 0.0], [0.0, 0.1, 0.0], [0.0, -0.1, 0.0], [0.0, 0.0, 0.0], [0.0, -0.1, 0.1], [0.0, 0.0, 0.0], [0.0, 0.0, 0.0], [-0.1, -0.1, 0.0], [-0.1, 0.0, 0.0], [0.0, -0.1, -0.1], [-0.2, -0.1, 0.0], [0.0, 0.0, 0.0], [0.1, 0.0, 0.0], [0.0, -0.1, 0.0], [0.1, 0.0, -0.1], [0.0, 0.0, 0.0], [0.0, 0.0, 0.0], [0.1, 0.0, 0.1], [0.1, 0.0, 0.0], [0.1, -0.1, 0.1], [0.0, 0.0, 0.0], [0.0, -0.1, -0.1], [0.0, 0.1, 0.0], [0.0, 0.0, 0.1], [-0.1, 0.1, 0.1], [0.0, 0.0, 0.0], [0.0, 0.0, 0.0], [-0.1, 0.0, -0.1], [0.0, 0.0, 0.1], [0.0, -0.1, 0.0], [0.0, 0.0, 0.0], [0.0, 0.0, 0.0], [0.0, 0.1, 0.0], [0.0, 0.0, 0.0], [0.0, 0.1, -0.1], [0.0, 0.0, 0.0], [0.0, 0.0, 0.0], [0.0, 0.1, 0.0], [0.0, -0.1, 0.1], [-0.1, 0.0, 0.0], [0.0, 0.0, 0.1], [0.0, 0.0, -0.1], [0.0, 0.1, -0.1], [-0.1, -0.1, -0.1], [0.0, 0.1, 0.0], [0.0, 0.0, 0.0], [0.0, 0.0, 0.0], [0.1, 0.0, 0.0]], "total_charge": 1, "orbital_gap_ha": 0.339, "e_tot_ev": -130051.4616, "e_homo_ev": -12.008}



No. 2
{"formula": "C35H49NO3OsP2", "method": "ωB97M-V/def2-TZVPD", "symbols": ["Os", "C", "C", "C", "P", "C", "C", "C", "C", "C", "C", "C", "C", "C", "C", "N", "C", "C", "C", "C", "C", "C", "C", "P", "C", "C", "C", "C", "C", "C", "H", "H", "H", "H", "H", "H", "H", "H", "H", "H", "H", "H", "H", "H", "H", "H", "H", "H", "H", "H", "H", "H", "H", "H", "H", "H", "H", "H", "H", "H", "H", "H", "H", "H", "H", "H", "H", "H", "H", "H", "C", "O", "C", "C", "C", "C", "C", "C", "O", "C", "O", "C", "H", "H", "H", "H", "H", "H", "H", "H", "H"], "positions_angstrom": [[-0.22260, 0.26281, -0.12133], [2.30749, 3.93679, 2.03774], [1.25337, 3.19744, 1.21470], [-0.16068, 3.67242, 1.53077], [1.33607, 1.36874, 1.30720], [3.07272, 0.82655, 1.12777], [3.16877, -0.68999, 1.23385], [3.61027, 1.33421, -0.21025], [0.69663, 0.76561, 2.89418], [0.90676, 1.32643, 4.14519], [0.29079, 0.80934, 5.28319], [0.49888, 1.43834, 6.62085], [-0.55582, -0.29356, 5.14053], [-0.74566, -0.90452, 3.91681], [-0.10339, -0.39102, 2.78914], [-0.20440, -1.00230, 1.53443], [-0.02390, -2.34180, 1.39505], [0.57439, -3.13721, 2.39220], [0.78454, -4.47641, 2.16782], [0.41091, -5.08575, 0.96651], [0.63156, -6.54054, 0.73329], [-0.16472, -4.28834, -0.03097], [-0.37529, -2.93723, 0.15198], [-1.13249, -1.79759, -1.04442], [-2.93561, -2.23287, -1.01960], [-3.65611, -1.58577, 0.16652], [-3.18637, -3.74027, -0.95956], [-0.40185, -2.02782, -2.71831], [-0.67023, -3.34729, -3.43881], [1.09229, -1.73574, -2.65171], [2.34901, 4.97315, 1.70493], [3.30624, 3.52329, 1.92874], [2.05268, 3.95398, 3.09371], [1.44378, 3.37853, 0.14600], [-0.40550, 3.51618, 2.58071], [-0.90963, 3.16156, 0.92224], [-0.23902, 4.73719, 1.32551], [3.63054, 1.28192, 1.95322], [2.54747, -1.18359, 0.48137], [2.87158, -1.05103, 2.21677], [4.19598, -1.00060, 1.05860], [2.93480, 1.08675, -1.03091], [4.57127, 0.87028, -0.41867], [3.75586, 2.41154, -0.20912], [1.55712, 2.18061, 4.25254], [1.39637, 2.05258, 6.63721], [0.57785, 0.68250, 7.40069], [-0.34848, 2.07667, 6.87260], [-1.07102, -0.67657, 6.00700], [-1.40500, -1.75463, 3.82086], [0.90579, -2.68795, 3.31611], [1.26244, -5.07057, 2.93158], [0.83687, -7.06903, 1.66123], [1.48314, -6.68975, 0.06474], [-0.23591, -6.99413, 0.25691], [-0.46576, -4.76342, -0.95202], [-3.31344, -1.83504, -1.97535], [-3.29994, -2.02121, 1.10031], [-4.72059, -1.80294, 0.09501], [-3.53470, -0.51596, 0.20482], [-2.85268, -4.15446, -0.01184], [-2.71527, -4.29422, -1.76398], [-4.25835, -3.91125, -1.03338], [-0.89246, -1.22088, -3.28991], [-0.11211, -4.16875, -2.99727], [-0.33420, -3.25718, -4.47142], [-1.72490, -3.60465, -3.46616], [1.61274, -2.48511, -2.05615], [1.30599, -0.74788, -2.23329], [1.51402, -1.75661, -3.65434], [2.22860, 4.78878, -4.66236], [0.83747, 4.70810, -4.92764], [0.08403, 3.90753, -4.18287], [-1.28362, 3.85040, -4.54384], [-2.14868, 3.09761, -3.79459], [-1.70495, 2.35405, -2.68283], [-2.62068, 1.69498, -1.79126], [-4.08342, 1.65003, -2.10997], [-2.24134, 1.17606, -0.71942], [-0.33008, 2.36713, -2.39193], [0.16300, 1.62808, -1.41925], [0.56030, 3.15424, -3.11330], [2.63682, 5.44274, -5.42751], [2.69465, 3.80449, -4.73584], [2.40625, 5.22183, -3.67571], [-1.61684, 4.41610, -5.39737], [-3.19587, 3.09457, -4.05512], [-4.50910, 2.65099, -2.04400], [-4.58648, 1.01403, -1.39061], [-4.26090, 1.28423, -3.11970], [1.60193, 3.14207, -2.83923]], "atomic_forces_ev_per_a": [[-0.4, 0.5, 0.0], [0.0, 0.0, -0.1], [0.1, -0.1, -0.2], [-0.1, 0.0, -0.1], [-0.2, 0.0, 0.3], [0.0, 0.1, 0.0], [-0.1, -0.1, 0.0], [0.0, 0.0, 0.0], [-0.1, -0.1, 0.1], [0.0, -0.1, -0.2], [0.0, -0.1, -0.1], [0.0, 0.0, 0.1], [0.0, 0.0, -0.2], [0.1, 0.1, 0.1], [0.1, 0.1, 0.1], [-0.1, 0.2, 0.0], [-0.1, -0.2, -0.1], [0.0, -0.2, 0.1], [0.0, 0.1, 0.0], [0.0, 0.1, 0.0], [0.1, -0.1, 0.0], [0.0, 0.2, 0.0], [0.1, 0.0, 0.0], [0.1, -0.1, 0.0], [0.0, 0.1, -0.1], [0.1, -0.1, -0.1], [0.0, 0.0, -0.2], [-0.3, -0.1, -0.1], [-0.1, 0.1, -0.1], [0.1, 0.1, 0.0], [0.0, 0.0, 0.0], [0.1, 0.0, 0.0], [0.0, 0.0, 0.1], [0.0, -0.1, 0.1], [0.0, 0.0, 0.1], [0.0, 0.0, 0.0], [0.0, 0.1, 0.0], [0.0, 0.0, 0.0], [0.0, 0.0, 0.0], [0.0, 0.0, 0.1], [0.1, 0.0, 0.0], [0.0, -0.1, -0.1], [0.1, 0.0, 0.0], [0.0, 0.1, 0.0], [0.1, 0.1, 0.0], [0.0, 0.0, 0.0], [0.0, 0.0, 0.0], [0.0, 0.0, 0.0], [-0.1, -0.1, 0.1], [0.0, -0.1, 0.0], [0.0, 0.0, 0.0], [0.0, -0.1, 0.1], [0.0, 0.0, 0.0], [0.0, 0.0, 0.0], [0.0, 0.0, 0.0], [0.0, 0.0, -0.1], [0.0, 0.0, 0.2], [0.0, 0.0, 0.1], [-0.1, -0.1, 0.0], [0.1, 0.3, 0.0], [0.0, 0.0, 0.1], [0.1, -0.1, -0.1], [-0.1, 0.0, 0.0], [0.1, -0.1, 0.1], [0.0, -0.1, 0.1], [0.0, 0.0, 0.0], [-0.1, 0.0, 0.0], [0.0, -0.1, 0.0], [0.0, 0.0, 0.0], [0.0, 0.0, -0.1], [0.2, 0.1, 0.0], [-0.2, -0.1, -0.1], [-0.2, -0.1, 0.1], [-0.1, -0.2, 0.3], [0.2, 0.3, -0.3], [-0.2, -0.1, 0.1], [0.2, 0.2, -0.3], [0.0, 0.0, 0.1], [-0.3, -0.4, 0.5], [-0.2, 0.0, -0.1], [1.1, -0.2, -0.1], [-0.1, 0.1, -0.3], [0.0, 0.0, 0.1], [0.0, 0.0, 0.0], [0.0, 0.0, 0.0], [0.0, 0.1, -0.1], [-0.1, 0.0, 0.0], [0.0, 0.1, 0.0], [-0.1, 0.0, 0.0], [0.0, 0.0, 0.0], [0.1, 0.0, 0.0]], "spin_multiplicity": 5, "s2": 6.05, "total_charge": 2, "orbital_gap_ha": [0.301, 0.195], "e_tot_ev": -65754.7694, "e_homo_ev": [-13.062, -13.419], "relative_energy_kj_mol": 41.49}